Entry from the OMol25 dataset: a structure of composition C20H97F10IN2O39P3S2 (wB97M-V/def2-TZVPD).

Lowest unoccupied orbital energy (Ha): -0.1589
Molecular weight (g mol⁻¹): 1463.9
Relative energy (zero: lowest compared OMol25 entry of this formula, charge and spin) (kcal/mol): 0.0
Kohn-Sham gap (eV): 4.66
Total energy (eV): -189944.612
HOMO energy (hartree): -0.33020

Geometry as ORCA input:
```
! wB97M-V def2-TZVPD RIJCOSX def2/J DEFGRID3
* xyz 1 1
C 1.319 -3.702 1.525
C 1.634 -2.352 1.471
C 0.646 -1.299 1.914
C 0.139 -0.273 0.858
C 1.305 0.522 0.266
S 2.059 1.833 1.270
C 3.845 1.474 1.358
C 4.238 0.003 1.358
C -0.701 -1.092 -0.241
C 0.188 -1.373 -1.469
C -0.028 -2.605 -2.376
C -2.123 -0.438 -0.394
C -3.236 -1.518 -0.236
C -2.922 -2.970 -0.628
C -3.665 -3.888 0.328
F -4.982 -4.178 0.162
C -2.970 -4.346 1.402
F -3.264 -4.109 2.676
F -1.877 -5.075 1.301
P -2.378 0.004 -2.250
N -2.682 -1.217 -3.167
N -2.197 0.769 0.595
P -3.798 1.099 1.623
O -3.929 -0.121 2.665
I -5.736 0.818 0.169
S -1.930 2.411 -0.075
O -0.508 2.603 -0.139
O -2.454 2.604 -1.403
C -2.593 3.940 0.833
F -2.538 3.932 2.170
F -1.670 4.846 0.485
C -3.983 4.532 0.375
F -4.644 3.795 -0.535
F -3.801 5.743 -0.179
C -4.986 4.817 1.556
F -6.138 5.174 0.959
F -5.241 3.741 2.289
F -4.587 5.841 2.287
C -1.034 0.446 1.569
C -0.675 1.384 2.731
P -1.490 1.116 4.324
O -1.641 -0.319 4.601
O -0.477 1.748 5.406
O -2.843 1.961 4.461
H 1.698 -4.335 2.322
H 0.631 -4.141 0.798
H 2.614 -2.044 1.129
H -0.177 -1.840 2.388
H 1.169 -0.779 2.725
H 0.979 0.972 -0.671
H 2.102 -0.148 -0.049
H 4.220 1.923 2.277
H 4.328 2.011 0.541
H 3.728 -0.549 2.143
H 4.063 -0.426 0.373
H 5.305 -0.044 1.564
H -0.726 -2.044 0.288
H 1.177 -1.573 -1.053
H 0.360 -0.508 -2.112
H 0.542 -3.471 -2.033
H 0.392 -2.373 -3.343
H -1.042 -2.933 -2.551
H -3.706 -1.540 0.748
H -4.051 -1.232 -0.904
H -3.298 -3.176 -1.630
H -1.900 -3.337 -0.609
H -1.294 0.787 -2.666
H -3.511 0.838 -2.179
H -3.589 -1.116 -3.608
H -4.707 -0.673 2.483
H -1.483 -0.411 2.092
H 0.346 1.099 3.006
H -0.535 2.430 2.453
H -0.446 2.712 5.299
H -3.541 1.408 4.840
O 5.258 -2.712 0.133
H 6.194 -2.926 0.036
H 4.823 -3.570 0.111
O 7.503 -4.250 -1.445
H 7.318 -4.400 -2.377
H 8.265 -4.813 -1.260
O -7.958 -3.385 -0.665
H -7.014 -3.567 -0.607
H -8.369 -4.255 -0.711
O 6.036 2.429 3.942
H 6.467 2.106 4.742
H 6.085 3.388 4.008
O -4.816 -4.704 -2.955
H -4.913 -4.930 -2.025
H -5.195 -5.445 -3.437
O -5.465 8.544 0.247
H -4.518 8.375 0.299
H -5.870 7.678 0.347
O 0.319 5.150 -2.072
H 0.106 5.762 -1.361
H -0.210 4.367 -1.903
O 7.449 -0.577 2.087
H 7.686 0.214 2.590
H 8.127 -1.220 2.332
O 7.375 0.482 -0.618
H 7.363 0.171 0.304
H 6.919 -0.206 -1.110
O 0.805 -4.250 4.437
H 0.693 -3.715 5.231
H 0.332 -5.066 4.658
O 0.376 6.548 -4.959
H 0.415 6.339 -4.018
H 1.155 7.083 -5.135
O 3.278 -2.320 3.747
H 3.971 -2.458 4.409
H 2.662 -3.051 3.882
O -1.756 5.090 -6.470
H -1.137 5.751 -6.127
H -2.540 5.189 -5.920
O -2.571 2.228 -7.331
H -2.343 3.062 -6.898
H -2.042 2.223 -8.135
O 1.805 -3.638 -4.434
H 1.340 -3.839 -5.255
H 2.726 -3.519 -4.688
O -1.748 -0.204 -5.698
H -1.281 0.046 -4.894
H -1.906 0.641 -6.150
O 8.979 2.871 -0.254
H 8.778 3.181 0.635
H 8.463 2.055 -0.333
O 9.394 -3.132 2.577
H 10.333 -3.316 2.465
H 8.975 -3.999 2.568
O -8.479 0.831 -1.499
H -9.083 0.210 -1.068
H -9.052 1.479 -1.922
O -0.637 -6.475 -0.856
H -1.030 -6.194 -0.024
H -0.956 -7.371 -0.994
O -5.353 5.140 -3.031
H -5.137 4.793 -2.159
H -6.008 5.829 -2.864
O 9.693 2.366 2.997
H 10.001 2.754 3.821
H 10.281 2.728 2.324
O 9.711 -0.694 4.692
H 9.550 -0.976 5.598
H 9.523 -1.478 4.160
O -2.519 -1.768 -6.500
H -3.336 -1.600 -6.024
H -2.450 -1.028 -7.120
O -7.580 3.499 -4.232
H -7.275 2.613 -4.014
H -6.984 4.090 -3.751
O -1.260 -6.135 5.179
H -1.650 -6.678 5.871
H -1.976 -5.576 4.857
O -0.841 -3.567 -5.092
H -1.504 -4.123 -4.673
H -1.356 -2.855 -5.522
O 5.247 -2.546 6.086
H 5.281 -3.030 6.918
H 6.032 -1.987 6.088
O 10.416 -5.654 -1.875
H 10.246 -5.805 -2.810
H 11.170 -6.219 -1.677
O -10.028 -0.847 0.522
H -9.795 -1.784 0.502
H -9.464 -0.474 1.207
O -4.991 11.713 0.651
H -5.275 11.603 1.563
H -5.098 10.838 0.263
O -4.678 1.126 -4.798
H -4.474 1.973 -4.392
H -4.149 1.113 -5.605
O 4.995 0.231 5.505
H 4.375 -0.330 5.983
H 4.474 0.987 5.214
*
```

***

Entry from the OMol25 dataset: a structure of composition C21H10BrCuIN5O10 (wB97M-V/def2-TZVPD).

Lowest unoccupied orbital energy (spin up / spin down) (Ha): 0.0384 / 0.0330
Molecular weight (g mol⁻¹): 762.7
Relative energy (zero: lowest compared OMol25 entry of this formula, charge and spin) (kcal/mol): 3.9
Expectation value of S²: 0.753
Kohn-Sham gap (spin up / spin down) (eV): 7.44 / 7.23
Total energy (eV): -172635.984
HOMO energy (spin up / spin down) (hartree): -0.23515 / -0.23264

Geometry as ORCA input:
```
! wB97M-V def2-TZVPD RIJCOSX def2/J DEFGRID3
* xyz -1 2
Cu -0.191 -10.892 15.293
O -1.058 -3.565 17.307
N -0.187 -4.158 16.691
O 0.865 -3.658 16.327
C -0.409 -5.587 16.619
C 0.548 -6.384 15.954
C 0.415 -7.772 15.977
C -0.587 -8.408 16.778
O -0.784 -9.659 16.756
C -1.552 -7.476 17.343
C -1.499 -6.140 17.289
N -2.794 -8.107 17.903
O -2.585 -8.935 18.785
O -3.866 -7.732 17.510
N 1.492 -8.505 15.393
O 1.641 -9.702 15.711
O 2.292 -7.919 14.712
H 1.446 -5.913 15.521
H -2.166 -5.404 17.775
Br -5.052 -6.246 11.383
C -3.170 -6.059 11.324
C -2.632 -5.525 10.189
C -1.270 -5.529 9.926
C -0.453 -6.033 10.891
C -0.974 -6.529 12.086
C -2.331 -6.568 12.341
I -3.101 -7.302 14.147
H -3.320 -5.054 9.498
H -0.810 -5.142 8.972
H 0.663 -5.967 10.802
H -0.314 -6.869 12.856
N -6.460 -18.463 16.182
C -5.756 -17.558 16.209
C -4.973 -16.367 16.157
C -4.187 -16.228 15.007
C -3.426 -15.070 14.871
C -3.356 -14.117 15.878
C -4.138 -14.283 17.001
C -4.972 -15.392 17.130
C -2.383 -13.081 15.766
C -1.442 -12.321 15.535
H -4.299 -16.869 14.157
H -2.880 -14.853 13.938
H -4.165 -13.520 17.758
H -5.636 -15.401 17.969
O -0.355 -9.434 13.598
N 0.402 -10.206 12.918
O 0.881 -9.898 11.866
O 0.658 -11.291 13.524
*
```

***

Entry from the OMol25 dataset: a structure of composition C21H11Cl5F5N2O4STeTl (wB97M-V/def2-TZVPD).

Lowest unoccupied orbital energy (Ha): -0.0475
Molecular weight (g mol⁻¹): 991.6
Relative energy (zero: lowest compared OMol25 entry of this formula, charge and spin) (kcal/mol): 0.0
Kohn-Sham gap (eV): 7.42
Total energy (eV): -132147.490
HOMO energy (hartree): -0.32022

Geometry as ORCA input:
```
! wB97M-V def2-TZVPD RIJCOSX def2/J DEFGRID3
* xyz 0 1
Tl -0.662 0.709 -0.873
O -0.829 1.534 3.156
S 0.059 1.144 2.101
O 0.474 2.109 1.098
N -0.539 -0.039 1.179
C -1.413 -1.029 1.579
C -1.605 -1.466 2.868
C -2.492 -2.523 3.152
C -3.188 -3.157 2.165
C -3.029 -2.734 0.827
C -3.715 -3.333 -0.251
C -3.532 -2.878 -1.526
C -2.661 -1.799 -1.732
N -2.005 -1.223 -0.751
C -2.155 -1.667 0.530
C 1.519 0.467 2.824
C 1.607 0.331 4.199
C 2.759 -0.222 4.744
C 3.793 -0.628 3.915
C 3.690 -0.481 2.535
C 2.549 0.070 1.979
H -1.074 -0.986 3.677
H -2.611 -2.834 4.182
H -3.861 -3.975 2.385
H -4.388 -4.157 -0.049
H -4.043 -3.319 -2.369
H -2.503 -1.402 -2.727
H 0.790 0.665 4.823
H 2.846 -0.332 5.817
H 4.689 -1.059 4.344
H 4.503 -0.795 1.893
H 2.456 0.197 0.907
Cl 3.620 1.088 -6.831
C 2.917 0.859 -5.280
C 1.537 0.812 -5.136
Cl 0.514 0.983 -6.505
C 0.983 0.616 -3.876
Cl -0.748 0.555 -3.713
C 1.762 0.477 -2.723
O 1.287 0.274 -1.514
C 3.157 0.538 -2.897
Cl 4.139 0.370 -1.495
C 3.724 0.719 -4.148
Cl 5.432 0.774 -4.311
F -0.242 3.244 -1.605
Te -2.002 3.777 -1.128
F -3.706 4.412 -0.828
F -1.432 5.467 -1.601
F -1.546 4.260 0.591
F -2.469 3.549 -2.911
O -2.354 2.036 -0.688
*
```

***

Entry from the OMol25 dataset: the ion C21H11F4N2OS with charge +1 (wB97M-V/def2-TZVPD).

Lowest unoccupied orbital energy (Ha): -0.1962
Molecular weight (g mol⁻¹): 415.4
Relative energy (zero: lowest compared OMol25 entry of this formula, charge and spin) (kcal/mol): 4.0
Kohn-Sham gap (eV): 7.25
Total energy (eV): -48677.331
HOMO energy (hartree): -0.46270

Geometry as ORCA input:
```
! wB97M-V def2-TZVPD RIJCOSX def2/J DEFGRID3
* xyz 1 1
F -3.365 -4.210 -1.905
C -2.320 -3.408 -2.324
C -1.494 -3.899 -3.316
C -0.467 -3.054 -3.692
F 0.352 -3.447 -4.729
C -0.172 -1.858 -3.046
C -0.912 -1.481 -1.892
C -0.376 -0.363 -1.048
C -1.311 0.594 -0.392
C -0.926 1.942 -0.410
C -1.672 2.863 0.330
F -1.190 4.142 0.412
C -2.801 2.516 1.037
C -3.211 1.218 0.948
F -4.336 0.824 1.635
C -2.492 0.210 0.261
C -2.111 -2.192 -1.664
H -1.661 -4.854 -3.799
H 0.628 -1.223 -3.431
H 0.467 0.156 -1.566
H -0.055 2.276 -0.968
H -3.345 3.260 1.631
H -2.839 -0.807 0.325
H -2.894 -1.863 -0.974
O 0.045 -0.625 2.236
C 0.835 -0.060 1.454
C 1.921 0.835 1.923
C 3.050 0.859 1.072
C 4.139 1.659 1.425
C 4.111 2.433 2.570
C 2.996 2.394 3.424
C 1.934 1.568 3.125
S 2.792 -0.172 -0.309
C 0.941 -0.498 -0.002
N 0.960 -1.916 0.083
N 0.818 -3.053 -0.139
H 5.001 1.664 0.767
H 4.943 3.073 2.826
H 2.975 3.016 4.329
H 1.043 1.481 3.789
*
```

***

Entry from the OMol25 dataset: a structure of composition C21H12ClIN2OS3Zn (wB97M-V/def2-TZVPD).

Lowest unoccupied orbital energy (Ha): 0.1458
Molecular weight (g mol⁻¹): 632.3
Relative energy (zero: lowest compared OMol25 entry of this formula, charge and spin) (kcal/mol): 0.0
Kohn-Sham gap (eV): 4.91
Total energy (eV): -128548.333
HOMO energy (hartree): -0.03471

Geometry as ORCA input:
```
! wB97M-V def2-TZVPD RIJCOSX def2/J DEFGRID3
* xyz -2 1
Zn 1.280 -0.453 1.640
S 4.271 -1.048 4.994
C 3.149 -0.857 3.765
S 3.488 0.189 2.417
S 1.642 -1.681 3.764
Cl 1.330 -2.752 -5.331
C 1.443 -2.553 -3.591
C 1.801 -3.633 -2.822
C 1.881 -3.509 -1.441
I 2.373 -5.176 -0.263
C 1.622 -2.311 -0.742
O 1.665 -2.217 0.517
C 1.318 -1.172 -1.596
N 1.184 0.004 -0.961
C 0.883 1.074 -1.655
C 0.666 1.044 -3.041
C 0.822 -0.135 -3.719
C 1.188 -1.297 -3.007
H 2.017 -4.580 -3.297
H 0.800 2.002 -1.105
H 0.381 1.953 -3.555
H 0.670 -0.192 -4.788
N -0.559 2.171 4.116
C -0.270 1.900 2.921
H -0.312 3.126 4.361
C -3.987 -0.116 0.078
C -3.133 -1.088 0.582
C -1.912 -0.722 1.128
C -1.522 0.615 1.197
C -0.240 0.993 1.840
C 0.217 2.500 1.640
C -0.707 3.385 0.936
C -1.930 2.987 0.553
C -2.373 1.599 0.647
C -3.598 1.212 0.101
H -4.949 -0.394 -0.339
H -3.412 -2.134 0.539
H -1.247 -1.477 1.533
H 1.282 2.697 1.544
H -0.369 4.391 0.698
H -2.597 3.681 0.051
H -4.253 1.975 -0.310
*
```

***

Entry from the OMol25 dataset: the molecule C21H14Br2N2O3 (wB97M-V/def2-TZVPD).

Lowest unoccupied orbital energy (Ha): -0.0204
Molecular weight (g mol⁻¹): 502.2
Kohn-Sham gap (eV): 6.90
Total energy (eV): -171211.189
HOMO energy (hartree): -0.27399

Geometry as ORCA input:
```
! wB97M-V def2-TZVPD RIJCOSX def2/J DEFGRID3
* xyz 0 1
O -3.150 0.753 1.637
Br 3.731 -1.756 3.250
Br 4.572 2.038 0.548
N 1.502 -3.755 3.961
O 2.514 -0.183 0.999
O -1.443 1.852 0.589
C -2.381 0.912 0.680
C 1.107 -3.036 2.944
C -0.219 -3.146 2.353
C -0.589 -2.363 1.344
C 2.033 -2.003 2.425
C 1.638 -1.163 1.381
C 0.335 -1.345 0.757
C 0.002 -0.614 -0.312
C -3.839 -1.045 -2.169
C -2.701 -1.713 -2.728
C 0.676 1.202 -1.930
C -3.690 -0.179 -1.067
C -1.456 -1.562 -2.073
C 1.564 2.154 -2.371
C 3.009 1.603 -0.505
C 2.151 0.580 -0.105
C 0.941 0.364 -0.818
C -2.471 0.020 -0.476
C -1.346 -0.712 -0.955
C 2.737 2.315 -1.683
N 3.616 3.254 -2.160
C -1.233 2.673 1.766
H 2.453 -3.556 4.325
H -0.918 -3.812 2.774
H -1.600 -2.453 1.017
H -4.777 -1.146 -2.664
H -2.897 -2.354 -3.572
H -0.265 1.048 -2.442
H -4.556 0.361 -0.724
H -0.573 -2.065 -2.466
H 1.381 2.724 -3.269
H 3.311 3.874 -2.877
H 4.348 3.543 -1.536
H -1.198 2.107 2.672
H -2.024 3.410 1.842
H -0.294 3.175 1.636
*
```

***

Entry from the OMol25 dataset: a structure of composition C21H14Cl2NO2SSbSe4Ti (wB97M-V/def2-TZVPD).

Lowest unoccupied orbital energy (spin up / spin down) (Ha): 0.0236 / 0.0242
Molecular weight (g mol⁻¹): 900.8
Relative energy (zero: lowest compared OMol25 entry of this formula, charge and spin) (kcal/mol): 57.2
Expectation value of S²: 0.769
Kohn-Sham gap (spin up / spin down) (eV): 4.15 / 4.17
Total energy (eV): -354510.702
HOMO energy (spin up / spin down) (hartree): -0.12886 / -0.12899

Geometry as ORCA input:
```
! wB97M-V def2-TZVPD RIJCOSX def2/J DEFGRID3
* xyz -1 2
Ti -0.747 -2.273 -0.506
Cl 0.066 -2.367 4.253
C 1.224 -2.400 2.992
C 2.607 -2.335 3.319
C 3.552 -2.315 2.353
Cl 5.239 -2.227 2.795
C 3.190 -2.368 0.980
C 4.103 -2.324 -0.095
C 3.651 -2.387 -1.374
C 2.261 -2.505 -1.605
N 1.386 -2.547 -0.637
C 1.822 -2.462 0.666
C 0.801 -2.469 1.688
O -0.456 -2.532 1.341
H 2.898 -2.300 4.359
H 5.162 -2.235 0.112
H 4.330 -2.346 -2.213
H 1.869 -2.555 -2.614
O -0.492 -0.531 -1.484
S -0.710 0.282 -0.173
C -2.065 1.365 -0.469
C -2.765 1.816 0.637
C -3.801 2.715 0.434
C -4.114 3.130 -0.849
C -3.411 2.644 -1.946
C -2.372 1.750 -1.764
C 0.657 1.454 -0.326
C 1.278 1.697 -1.541
C 2.356 2.572 -1.578
C 2.804 3.186 -0.414
C 2.176 2.929 0.796
C 1.100 2.054 0.843
H -2.538 1.436 1.625
H -4.401 3.040 1.272
H -4.953 3.796 -1.004
H -3.693 2.941 -2.947
H -1.835 1.332 -2.604
H 0.923 1.205 -2.436
H 2.849 2.772 -2.521
H 3.650 3.861 -0.450
H 2.526 3.402 1.705
H 0.604 1.841 1.784
Se -6.055 -3.789 1.027
Sb -5.678 -1.952 -0.490
Se -2.943 -1.996 -0.423
Se -6.130 0.280 0.350
Se -5.925 -2.289 -2.869
*
```

***

Entry from the OMol25 dataset: a structure of composition C21H14Co2NO6 (wB97M-V/def2-TZVPD).

Lowest unoccupied orbital energy (Ha): 0.0941
Molecular weight (g mol⁻¹): 494.2
Relative energy (zero: lowest compared OMol25 entry of this formula, charge and spin) (kcal/mol): 23.9
Kohn-Sham gap (eV): 6.01
Total energy (eV): -111030.717
HOMO energy (hartree): -0.12684

Geometry as ORCA input:
```
! wB97M-V def2-TZVPD RIJCOSX def2/J DEFGRID3
* xyz -1 1
O -2.750 0.999 -1.835
C -1.711 0.762 -1.391
Co -0.211 0.108 -0.722
C 0.771 1.514 -1.138
O 1.391 2.430 -1.464
C -0.340 -0.124 1.005
O -0.794 -0.588 1.966
C -0.355 -1.648 -1.677
C -1.701 -2.220 -1.646
C -2.503 -2.056 -0.486
C -3.872 -2.293 -0.455
C -4.488 -2.867 -1.556
C -3.716 -3.116 -2.697
C -2.342 -2.824 -2.760
C 0.333 -1.127 -2.776
C 0.074 -0.852 -4.056
Co 1.480 -1.726 -1.646
C 1.785 -2.126 0.023
O 1.836 -2.336 1.160
C 2.125 -3.207 -2.536
O 2.394 -4.150 -3.135
C 2.915 -0.628 -1.966
O 3.780 0.122 -2.142
H -2.101 -1.635 0.424
H -4.360 -2.006 0.486
H -5.549 -3.092 -1.475
H -4.232 -3.513 -3.570
H -1.805 -2.968 -3.708
H 0.908 -0.632 -4.706
H -0.908 -1.035 -4.464
C 2.563 4.193 4.922
C 1.913 3.355 3.865
C 2.091 1.972 3.838
C 1.500 1.220 2.818
N 0.786 1.768 1.831
C 0.573 3.082 1.877
C 1.119 3.911 2.862
H 2.310 5.244 4.803
H 2.266 3.904 5.931
H 3.652 4.125 4.902
H 2.687 1.454 4.585
H 1.619 0.134 2.806
H -0.057 3.495 1.087
H 0.925 4.978 2.814
*
```

***

Asked for maximum force across the records above, the calculation gives 6.3, 2.6, 0.5, 9.3, 0.8, 3.6, 2.2, 5.5 eV/A in order.